This record from the Open Molecules 2025 dataset describes a molecular structure, C21H13B2BrCrN4O2. The level of theory is ωB97M-V/def2-TZVPD.

The geometry in ORCA input format:
```
! RIJCOSX wB97M-V def2-TZVPD def2/J DEFGRID3
* xyz -2 5
Cr 8.78 9.35 13.79
Br 8.92 9.44 16.43
C 7.81 7.93 16.33
C 7.45 7.46 17.55
C 6.64 6.25 17.60
C 6.23 5.62 16.46
C 6.55 6.13 15.17
C 6.08 5.46 14.03
C 6.53 5.86 12.75
C 7.41 6.94 12.67
C 7.80 7.69 13.77
C 7.46 7.27 15.09
H 7.74 7.92 18.52
H 6.35 5.87 18.62
H 5.65 4.70 16.52
H 5.45 4.59 14.21
H 6.22 5.37 11.82
H 7.82 7.11 11.67
O 7.57 9.55 10.88
B 8.62 9.24 11.74
O 9.82 9.06 10.97
C 9.48 9.17 9.63
C 10.26 9.07 8.49
C 9.60 9.30 7.28
C 8.21 9.50 7.23
C 7.39 9.60 8.40
C 8.08 9.44 9.60
H 11.36 8.93 8.57
H 10.10 9.21 6.31
H 7.80 9.62 6.24
H 6.34 9.83 8.38
N 10.69 9.17 13.83
C 11.86 9.14 13.99
C 13.25 9.14 13.98
C 13.87 9.13 12.71
N 14.39 9.19 11.65
C 14.00 9.06 15.15
N 14.63 9.07 16.13
B 5.42 12.56 14.06
C 6.64 11.67 13.93
N 7.49 10.86 13.83
H 4.38 11.95 14.26
H 5.30 13.27 13.05
H 5.55 13.36 14.99
*
```

Computed properties:
LUMO energy (alpha / beta), eV: 4.50 / 4.50
⟨S²⟩: 6.070
Kohn-Sham gap (alpha / beta), hartree: 0.172 / 0.258